Entry from the OMol25 dataset: a molecular structure, C42H95Cl6CuN6O14P2 (wB97M-V/def2-TZVPD).

The total charge is 0. Its HOMO-LUMO gap is 4.08 eV. For the total energy, the calculation gives -8123.2685 hartree. The value obtained for the HOMO energy is -5.338 eV.

CARTESIAN COORDINATES (ANGSTROEM)
Cu1 -3.8131 -2.0501 -1.2835
C1 -2.0572 -3.8236 1.4926
C2 -0.8359 -2.7483 1.5775
C3 0.3425 -3.5266 0.9132
C4 1.6238 -2.7510 0.5946
C5 1.2836 -1.4181 -0.0888
C6 0.2354 -0.4755 0.6638
N1 -0.9674 -1.3388 0.8750
O1 -2.1861 -0.5715 1.2034
C7 -0.0818 0.7011 -0.3575
C8 0.9196 0.0219 1.9453
C9 -0.5929 -2.5745 3.1315
H1 -2.3677 -3.8971 0.4504
H2 -2.9454 -3.3980 1.9597
H3 -1.8174 -4.7791 1.9590
H4 -0.0183 -3.8993 -0.0454
H5 0.5946 -4.4089 1.5016
H6 2.1657 -3.4216 -0.0722
H7 2.0381 -2.6419 1.5969
H8 0.9129 -1.6534 -1.0865
H9 2.2113 -0.9046 -0.3415
H10 0.8607 1.2466 -0.4039
H11 -0.7889 1.4630 -0.0295
H12 -0.5741 0.3600 -1.2682
H13 1.6768 0.7722 1.7177
H14 1.4904 -0.7649 2.4386
H15 0.1348 0.3885 2.6069
H16 -1.1605 -1.7857 3.6251
H17 0.4015 -2.2053 3.3827
H18 -0.8361 -3.4927 3.6663
C10 -6.4494 1.7917 -1.9335
O2 -5.9653 0.9245 -2.6297
N2 -7.1379 2.8705 -2.3075
C11 -7.7981 3.7876 -1.3095
C12 -7.2647 3.2051 -3.7381
H19 -6.3400 1.6754 -0.8441
H20 -8.8571 3.9958 -1.4624
H21 -7.2353 4.7186 -1.3769
H22 -7.7924 3.3578 -0.3078
H23 -7.3042 4.2755 -3.9402
H24 -6.3820 3.0180 -4.3496
H25 -8.1862 2.8114 -4.1671
C13 0.8282 1.1223 -8.8733
O3 0.4983 -0.0719 -8.7168
N3 0.2204 2.2670 -8.3703
C14 0.7806 3.5661 -8.6729
C15 -0.7803 2.1951 -7.2884
H26 1.5750 1.2707 -9.6686
H27 0.0275 4.2148 -9.1204
H28 1.6373 3.5542 -9.3467
H29 1.0761 4.2556 -7.8821
H30 -1.0945 1.1524 -7.2433
H31 -0.2888 2.4746 -6.3565
H32 -1.5683 2.9341 -7.4339
C16 -1.8100 -3.7406 -5.8834
O4 -1.7787 -3.0673 -4.8512
N4 -0.7236 -4.3126 -6.5381
C17 -0.7359 -4.9450 -7.8429
C18 0.6466 -4.2002 -6.0231
H33 -2.7818 -3.9603 -6.3521
H34 -0.6553 -6.0155 -7.6537
H35 0.1173 -4.5800 -8.4147
H36 -1.6088 -4.7549 -8.4674
H37 0.8071 -3.8899 -4.9906
H38 0.9783 -5.2359 -6.0967
H39 1.2950 -3.5706 -6.6325
C19 -7.3217 -5.3062 -3.7376
O5 -6.3807 -5.0658 -3.0096
N5 -7.6128 -6.5175 -4.3102
C20 -8.9296 -6.7320 -5.0221
C21 -6.7814 -7.7257 -4.0785
H40 -8.1382 -4.6055 -3.9712
H41 -9.4678 -5.8255 -5.2990
H42 -9.5393 -7.3110 -4.3285
H43 -8.6618 -7.3025 -5.9115
H44 -5.8172 -7.4720 -3.6379
H45 -7.3247 -8.2316 -3.2804
H46 -6.8239 -8.5163 -4.8277
C22 -7.7420 -1.0176 3.5771
O6 -8.4808 -0.8449 2.6203
N6 -7.4528 -2.2922 3.9839
C23 -6.4739 -2.5621 5.1054
C24 -7.9089 -3.4065 3.1033
H47 -7.2864 -0.2698 4.2445
H48 -5.4925 -3.0223 4.9904
H49 -7.0110 -3.2008 5.8066
H50 -6.4581 -1.5506 5.5111
H51 -8.6754 -3.1944 2.3579
H52 -7.0362 -3.9864 2.8030
H53 -8.2775 -4.1082 3.8514
Cl1 6.7811 -0.1986 -6.6878
C25 6.4626 -0.9999 -5.1746
C26 4.9470 -0.8282 -4.7577
Cl2 4.7426 0.8710 -4.1988
H54 7.1995 -0.6218 -4.4660
H55 6.7435 -2.0112 -5.4688
H56 4.7228 -1.5690 -3.9902
H57 4.4705 -0.7823 -5.7369
Cl3 -6.1397 8.2356 -3.0703
C27 -4.5090 8.6877 -3.4484
C28 -3.7523 7.4751 -3.8333
Cl4 -3.6381 6.2404 -2.5056
H58 -4.0698 9.1847 -2.5834
H59 -4.3982 9.4314 -4.2376
H60 -2.7289 7.8209 -3.9788
H61 -4.1764 6.9922 -4.7137
Cl5 1.6784 -11.2578 1.9372
C29 1.9184 -9.4850 2.0186
C30 2.5857 -8.8170 0.8591
Cl6 3.7126 -9.6966 -0.0296
H62 2.5983 -9.1970 2.8204
H63 0.9409 -9.0670 2.2594
H64 3.0500 -7.8968 1.2137
H65 1.7972 -8.4225 0.2182
C31 10.9656 -4.0779 9.8272
C32 9.8357 -4.6592 9.0675
O7 8.6744 -4.0831 9.6296
P1 7.2473 -4.7096 9.1330
O8 7.3919 -6.1142 8.8595
O9 6.2751 -4.5163 10.3831
C33 5.1238 -5.4051 10.5790
C34 3.9486 -5.0727 9.4697
O10 6.7145 -3.7284 7.8813
C35 6.6287 -4.0767 6.4926
C36 6.0811 -2.9665 5.6695
H66 11.0132 -4.4127 10.8635
H67 11.9296 -4.4611 9.4928
H68 10.8767 -3.0011 9.6833
H69 10.0307 -4.3189 8.0505
H70 9.6829 -5.7375 9.1109
H71 5.4215 -6.4402 10.7461
H72 4.8282 -5.2287 11.6132
H73 3.8859 -4.0450 9.1119
H74 4.1266 -5.7455 8.6307
H75 3.0595 -5.3987 10.0095
H76 7.6229 -4.2074 6.0654
H77 6.0710 -4.9974 6.3214
H78 6.1118 -3.1699 4.5990
H79 5.0594 -2.7638 5.9906
H80 6.6246 -2.0299 5.7934
C37 3.5996 12.3152 3.0408
C38 2.8367 12.6946 1.7225
O11 3.4501 12.1546 0.5350
P2 3.0076 10.6414 -0.1145
O12 3.8486 10.0859 -1.2472
O13 2.7302 9.7414 1.2019
C39 2.2168 8.5230 1.0032
C40 2.6034 7.8722 2.2631
O14 1.5505 11.0369 -0.7457
C41 1.5114 11.8940 -1.8518
C42 0.2701 11.9375 -2.6460
H81 3.1350 12.8362 3.8780
H82 3.6071 11.2391 3.2141
H83 4.6358 12.5781 2.8282
H84 1.7865 12.4029 1.7185
H85 2.8307 13.7815 1.6412
H86 1.1363 8.6349 0.9125
H87 2.6832 8.0331 0.1485
H88 2.4067 8.3375 3.2289
H89 2.0086 6.9596 2.3022
H90 3.6634 7.6349 2.3536
H91 1.7489 12.8791 -1.4502
H92 2.2060 11.6971 -2.6684
H93 -0.6473 11.9235 -2.0577
H94 0.2960 12.8785 -3.1955
H95 0.0051 11.1173 -3.3133

=====

Entry from the OMol25 dataset: a molecular structure, C9H18N2O (wB97M-V/def2-TZVPD).

The total charge is 0. The value obtained for the energy relative to the best compared isomer or geometry (same formula, charge and spin) is 1060.7 kJ/mol. Its HOMO-LUMO gap is 9.29 eV. For the total energy, the calculation gives -538.0406 hartree. The value obtained for the HOMO energy is -8.768 eV.

CARTESIAN COORDINATES (ANGSTROEM)
C1 -1.9742 1.6346 0.1135
C2 -1.0123 0.8520 0.7455
C3 -1.4308 0.3087 2.1302
C4 0.4323 1.2979 0.9649
C5 1.4577 1.4532 -0.2317
C6 1.1524 0.4017 -1.2894
C7 0.6138 -1.0049 -0.8408
C8 0.5956 -1.7927 -2.1684
C9 1.2867 -1.7223 0.4491
H1 -2.7053 0.9551 -0.2629
H2 -2.2127 2.5750 0.7179
H3 -1.2631 1.9656 -0.6881
H4 -2.4475 -0.4251 2.2522
H5 -1.2858 1.3409 2.6974
H6 -0.4841 -0.2933 2.4977
H7 1.0455 0.5328 1.4976
H8 0.4672 2.1945 1.8570
H9 1.6902 2.5399 -0.6628
H10 2.5926 1.2155 -0.0286
H11 0.6094 0.6555 -2.0784
H12 2.1253 0.0912 -2.0000
H13 0.6944 -2.8489 -1.6596
H14 1.6358 -1.4225 -2.6522
H15 -0.9144 -1.6812 -2.3602
H16 0.9895 -1.0899 1.5981
H17 2.5919 -1.5164 0.2204
H18 0.9573 -3.0043 0.4235
N1 -0.8032 -0.4312 -0.3871
N2 -1.5853 -1.4524 -0.6036
O1 -2.8190 -1.3291 -0.2507

=====

Entry from the OMol25 dataset: 8 unconnected molecules or ions with the total composition C32H48N5O3 (wB97M-V/def2-TZVPD).

The total charge is +1. The value obtained for the energy relative to the best compared isomer or geometry (same formula, charge and spin) is 153.9 kJ/mol. Its HOMO-LUMO gap is 10.07 eV. For the total energy, the calculation gives -1747.3727 hartree. The value obtained for the HOMO energy is -11.819 eV.

CARTESIAN COORDINATES (ANGSTROEM)
N1 -0.0065 0.4542 -0.0412
H1 0.3466 1.3814 -0.2302
H2 -0.0079 -0.1424 -0.8561
H3 -0.9154 0.5313 0.3926
H4 0.5391 0.1063 0.7343
C1 0.0964 -4.2363 2.5146
C2 0.9908 -4.1214 1.3251
C3 0.1454 -3.3724 0.3229
O1 -0.9674 -2.8783 1.0737
C4 -1.2754 -3.8218 2.0351
H5 0.4018 -3.5693 3.3208
H6 0.2533 -5.2074 2.9841
H7 1.3419 -5.0377 0.8505
H8 1.8877 -3.5592 1.5851
H9 -0.2004 -3.9337 -0.5451
H10 0.6345 -2.5220 -0.1523
H11 -1.9372 -4.5907 1.6365
H12 -1.8752 -3.3279 2.7995
C5 -3.1537 2.6191 -3.5489
C6 -3.1623 3.7222 -2.5206
C7 -2.9970 2.8715 -1.2195
O2 -2.3255 1.6730 -1.6233
C8 -2.9056 1.3071 -2.8721
H13 -2.3178 2.7947 -4.2261
H14 -4.0337 2.6342 -4.1918
H15 -4.1122 4.2508 -2.4410
H16 -2.4145 4.5072 -2.6331
H17 -3.9472 2.7494 -0.6997
H18 -2.4055 3.4529 -0.5122
H19 -3.8514 0.8205 -2.6336
H20 -2.2781 0.6598 -3.4849
C9 4.1759 -1.1384 -2.1168
C10 4.2690 0.3562 -2.3190
C11 3.2285 0.9628 -1.3543
O3 2.5131 -0.1386 -0.8455
C12 3.4060 -1.2818 -0.7863
H21 5.1389 -1.6480 -2.1481
H22 3.5141 -1.6077 -2.8448
H23 3.9338 0.6183 -3.3226
H24 5.2863 0.7465 -2.2912
H25 2.6228 1.7659 -1.7743
H26 3.7488 1.5053 -0.5650
H27 2.8410 -2.1933 -0.5907
H28 4.0282 -1.1537 0.0995
N2 -0.5396 -1.3444 -2.2874
C13 -1.6806 -2.0443 -2.0307
C14 -1.9722 -3.2480 -2.6739
C15 -1.0943 -3.7581 -3.6560
C16 0.0507 -3.0221 -3.9572
C17 0.3029 -1.8407 -3.2358
H29 -2.3201 -1.6644 -1.2476
H30 -2.8688 -3.8228 -2.4947
H31 -1.4092 -4.6666 -4.1477
H32 0.6412 -3.3406 -4.8035
H33 1.1821 -1.2818 -3.5207
N3 0.8867 2.9898 -0.1282
C18 1.8150 3.5573 0.6598
C19 2.2566 4.8492 0.5430
C20 1.7374 5.6038 -0.4723
C21 0.8539 5.0972 -1.3684
C22 0.4026 3.7617 -1.1544
H34 2.1378 3.0237 1.5415
H35 2.8709 5.2450 1.3382
H36 2.1179 6.6084 -0.5842
H37 0.4266 5.6129 -2.2157
H38 -0.4259 3.4001 -1.7453
N4 1.2760 -0.2047 2.3394
C23 0.5129 -0.6246 3.4102
C24 1.0382 -1.2702 4.5158
C25 2.4398 -1.4283 4.6501
C26 3.2440 -0.9280 3.6237
C27 2.6455 -0.3171 2.5084
H39 -0.5584 -0.5465 3.2986
H40 0.3565 -1.7222 5.2211
H41 2.9093 -1.9430 5.4754
H42 4.3225 -0.9848 3.6215
H43 3.3595 0.0003 1.7628
N5 -2.1807 0.6496 1.5667
C28 -3.2680 -0.2160 1.5815
C29 -4.1309 -0.2648 2.7040
C30 -3.9474 0.6330 3.7767
C31 -2.8471 1.5501 3.7192
C32 -1.9981 1.4860 2.6049
H44 -3.3971 -0.8396 0.7093
H45 -4.9253 -0.9963 2.6895
H46 -4.5916 0.7141 4.6397
H47 -2.6901 2.3301 4.4496
H48 -1.1947 2.1984 2.4888

=====

Entry from the OMol25 dataset: a molecular structure, C57H41Cl2I2N5O9STl (wB97M-V/def2-TZVPD).

The total charge is -1. Its HOMO-LUMO gap is 5.68 eV. For the total energy, the calculation gives -5234.1564 hartree. The value obtained for the HOMO energy is -4.769 eV.

CARTESIAN COORDINATES (ANGSTROEM)
Tl1 -0.0512 -0.0816 0.1727
C1 -9.8421 0.7263 0.8250
O1 -8.9365 -0.3369 1.0418
C2 -7.6040 -0.0275 1.0143
C3 -7.1107 1.2672 1.0899
C4 -5.7334 1.4779 1.0671
C5 -4.8438 0.4194 0.9664
C6 -5.3618 -0.8785 0.9176
C7 -6.7239 -1.1015 0.9372
C8 -3.3661 0.6134 0.9121
C9 -2.8172 1.3803 -0.1246
C10 -3.5207 2.2587 -1.0289
C11 -2.5846 2.9701 -1.7050
C12 -1.2862 2.4898 -1.2895
N1 -1.4765 1.5175 -0.3603
C13 -0.0554 2.9228 -1.8113
C14 1.1818 2.2882 -1.6518
C15 2.3945 2.5840 -2.3862
C16 3.3257 1.6691 -2.0220
C17 2.7339 0.8483 -0.9930
C18 3.3923 -0.0811 -0.1789
C19 4.6419 -0.7271 -0.6807
C20 5.8785 -0.0868 -0.7372
C21 7.0106 -0.7610 -1.1597
C22 6.9276 -2.0960 -1.5355
O2 8.1006 -2.6882 -1.9067
C23 8.0685 -4.0813 -2.1519
C24 5.6983 -2.7455 -1.5139
C25 4.5686 -2.0549 -1.0857
C26 2.9147 -0.5068 1.0844
N2 1.6802 -0.2454 1.5757
C27 1.5995 -0.7256 2.8509
C28 0.4333 -0.7642 3.6440
C29 0.5879 -1.1911 5.0702
C30 0.7149 -2.5369 5.4181
C31 0.8637 -2.9114 6.7405
C32 0.8847 -1.9477 7.7443
O3 1.0432 -2.4124 9.0198
C33 1.0457 -1.4547 10.0577
C34 0.7429 -0.6053 7.4167
C35 0.5926 -0.2419 6.0785
C36 -0.8828 -0.4947 3.2302
C37 -2.0747 -0.7691 3.9986
C38 -3.1395 -0.4741 3.2109
C39 -2.6158 0.0258 1.9607
N3 -1.2645 -0.0048 2.0219
C40 2.8891 -1.2675 3.2070
C41 3.6870 -1.1691 2.1090
N4 1.4375 1.2347 -0.8270
C42 -0.0845 4.1774 -2.6215
C43 0.0267 4.1524 -4.0137
C44 -0.0017 5.3211 -4.7508
C45 -0.1388 6.5477 -4.1084
O4 -0.1569 7.6483 -4.9166
C46 -0.3272 8.9046 -4.2929
C47 -0.2530 6.5933 -2.7245
C48 -0.2288 5.4052 -1.9956
H1 -10.8283 0.2761 0.7509
H2 -9.6122 1.2570 -0.1029
H3 -9.8390 1.4366 1.6560
H4 -7.7755 2.1154 1.1720
H5 -5.3516 2.4884 1.1511
H6 -4.6789 -1.7157 0.8265
H7 -7.1293 -2.1028 0.8636
H8 -4.5916 2.3011 -1.1440
H9 -2.7457 3.7235 -2.4610
H10 2.4966 3.3721 -3.1157
H11 4.3317 1.5621 -2.3966
H12 5.9574 0.9474 -0.4223
H13 7.9754 -0.2698 -1.1935
H14 9.0994 -4.3854 -2.3108
H15 7.4827 -4.3181 -3.0435
H16 7.6574 -4.6265 -1.2990
H17 5.5998 -3.7780 -1.8164
H18 3.6091 -2.5620 -1.0773
H19 0.6694 -3.2882 4.6397
H20 0.9574 -3.9541 7.0188
H21 1.1825 -2.0080 10.9824
H22 0.0996 -0.9082 10.1010
H23 1.8652 -0.7399 9.9422
H24 0.7432 0.1620 8.1770
H25 0.4778 0.8053 5.8222
H26 -2.0848 -1.1655 5.0015
H27 -4.1861 -0.5813 3.4480
H28 3.1356 -1.7059 4.1614
H29 4.7085 -1.5005 1.9975
H30 0.1159 3.1932 -4.5127
H31 0.0772 5.3054 -5.8308
H32 -0.3306 9.6422 -5.0903
H33 0.4924 9.1243 -3.6035
H34 -1.2742 8.9560 -3.7490
H35 -0.3594 7.5324 -2.2011
H36 -0.3224 5.4405 -0.9165
I1 -2.4174 -1.1433 -2.5391
I2 -5.2554 -0.6896 -2.9480
O5 -0.4608 -3.8128 -1.8991
C49 -0.2388 -2.8898 -2.6167
N5 -0.1629 -1.4821 -2.2186
S1 0.4726 -0.6256 -3.5363
O6 -0.1308 0.6621 -3.7022
O7 1.9134 -0.6925 -3.4931
C50 0.0399 -1.8195 -4.7625
C51 0.0778 -1.7233 -6.1374
C52 -0.0801 -2.9012 -6.8589
C53 -0.2063 -4.1274 -6.2107
C54 -0.2246 -4.2015 -4.8225
C55 -0.1194 -3.0242 -4.1115
H37 0.2131 -0.7685 -6.6284
H38 -0.1133 -2.8635 -7.9410
H39 -0.2990 -5.0317 -6.7994
H40 -0.3275 -5.1411 -4.2957
Cl1 1.6956 -5.0082 -0.0565
C56 1.5678 -3.8318 1.2747
Cl2 2.1569 -4.6110 2.7696
C57 0.1280 -3.2452 1.4127
O8 -0.5968 -3.6557 2.3000
O9 -0.1024 -2.3448 0.5398
H41 2.2617 -3.0317 1.0466

=====

Entry from the OMol25 dataset: a molecular structure, C18H17N5S2SbSe4W (wB97M-V/def2-TZVPD).

The total charge is -1. The value obtained for the energy relative to the best compared isomer or geometry (same formula, charge and spin) is 184.8 kJ/mol. Its HOMO-LUMO gap (spin up / spin down) is 4.92 / 4.63 eV. Its spin multiplicity is 3. As for the expectation value of S²: 2.035. For the total energy, the calculation gives -11679.4109 hartree. The value obtained for the HOMO energy (spin up / spin down) is -3.750 / -3.675 eV.

CARTESIAN COORDINATES (ANGSTROEM)
W1 0.2179 -0.1299 -1.7909
N1 0.9964 4.1611 -0.0928
C1 0.7243 3.1567 -0.9280
N2 0.1492 2.0539 -0.5805
C2 -0.1222 1.8230 0.7672
N3 -0.3561 0.6366 1.2206
N4 -0.1535 -0.3594 0.3098
C3 -0.2367 -1.5743 0.7829
C4 0.3775 -2.6005 0.0195
C5 0.5309 -3.9262 0.4619
C6 1.3668 -4.7680 -0.2178
C7 2.0355 -4.3001 -1.3569
C8 1.7763 -3.0253 -1.7848
N5 0.9511 -2.1908 -1.1432
C9 -0.0157 2.9384 1.6962
C10 -0.3968 2.8511 3.0345
C11 -0.1663 3.9107 3.8888
C12 0.4672 5.0615 3.4257
C13 0.8642 5.1587 2.1073
C14 0.6117 4.1010 1.2410
H1 1.6435 4.8808 -0.3720
H2 1.0390 3.2554 -1.9641
H3 -0.6332 -1.7354 1.7775
H4 0.0050 -4.2285 1.3585
H5 1.5346 -5.7805 0.1258
H6 2.7411 -4.9200 -1.8891
H7 2.2266 -2.6065 -2.6757
H8 -0.8496 1.9341 3.3834
H9 -0.4545 3.8356 4.9291
H10 0.6725 5.8772 4.1065
H11 1.3871 6.0329 1.7393
Se1 5.6582 -0.2528 1.1345
Sb1 4.4139 1.1414 -0.3797
Se2 2.2640 0.3033 -1.1849
Se3 0.5759 1.0563 -3.7469
Se4 4.2864 3.3921 0.4846
C15 -3.9721 -1.2714 -0.4649
C16 -2.7564 -1.1556 -1.3464
S1 -2.0894 0.4664 -1.4701
C17 -2.2168 -2.1607 -2.0703
C18 -2.7489 -3.5645 -2.1479
S2 -0.8532 -1.8277 -3.1197
H12 -3.8383 -0.6727 0.4357
H13 -4.1672 -2.3027 -0.1698
H14 -4.8556 -0.8906 -0.9858
H15 -3.6353 -3.7065 -1.5294
H16 -1.9874 -4.2830 -1.8356
H17 -3.0112 -3.7945 -3.1833

=====

Entry from the OMol25 dataset: 2 unconnected molecules or ions with the total composition C5H11O3 (wB97M-V/def2-TZVPD).

The total charge is -1. The value obtained for the energy relative to the best compared isomer or geometry (same formula, charge and spin) is 103.2 kJ/mol. Its HOMO-LUMO gap is 7.75 eV. For the total energy, the calculation gives -422.8744 hartree. The value obtained for the HOMO energy is -4.083 eV.

CARTESIAN COORDINATES (ANGSTROEM)
C1 2.6264 1.3549 0.1083
C2 1.1743 2.0268 0.2031
O1 0.5757 2.2824 -0.8772
O2 0.7333 2.0883 1.3619
H1 3.1063 1.6141 -0.8260
H2 2.3250 0.3086 0.1901
H3 3.1118 1.6747 1.0283
C3 -1.4241 -1.2949 -0.3134
C4 -1.6650 0.1695 -0.3118
C5 0.0619 -1.6707 -0.1258
O3 -2.1699 -2.0370 0.6761
H4 -1.8058 -1.7559 -1.2719
H5 -1.7171 0.5967 0.7255
H6 0.2347 -1.2116 0.8529
H7 0.2521 -2.7490 -0.1440
H8 0.6980 -1.2051 -0.8605
H9 -2.7135 -1.3931 1.1366
H10 -2.5978 0.5782 -0.6998
H11 -0.8063 0.6232 -0.8522